DFT (the ωB97M-V functional and the def2-TZVPD basis) results for the molecule C19H31N3O4.

Summary:
HOMO-LUMO gap	9.52	eV
E	-32866.9649	eV
max |F|	3.2	eV/A
LUMO	0.5	eV
structure (SMILES)	C=C(C)CC(=O)N[C@H]1C[C@H]2CC[C@@H]([C@H]1C)N2C(=O)C(C)(C)NC(=O)OC

```
57
C19H31N3O4, DFT the ωB97M-V functional and the def2-TZVPD basis
C -1.568 3.426 3.691
C -2.191 2.244 3.835
C -3.642 2.046 3.429
C -1.493 1.023 4.441
C -1.070 -0.051 3.429
O -0.881 -1.199 3.814
N -0.902 0.315 2.152
C -0.501 -0.541 1.032
C -1.703 -1.002 0.169
C -2.026 -0.078 -1.040
C -2.205 1.390 -0.612
C -0.809 2.018 -0.653
C 0.137 0.882 -1.074
C 0.652 0.074 0.171
C 1.750 0.768 1.007
N -0.802 0.047 -1.851
C -0.544 -0.937 -2.764
O -1.297 -0.967 -3.738
C 0.732 -1.875 -2.808
C 0.525 -3.069 -1.833
C 0.934 -2.479 -4.228
N 1.919 -1.034 -2.554
C 3.154 -1.454 -2.104
O 3.476 -2.591 -1.774
O 3.968 -0.393 -2.069
C 5.313 -0.549 -1.637
H -0.538 3.559 3.992
H -2.074 4.284 3.271
H -4.242 1.762 4.294
H -4.076 2.956 3.011
H -3.729 1.261 2.677
H -0.594 1.323 4.978
H -2.150 0.563 5.179
H -1.103 1.276 1.933
H -0.079 -1.443 1.490
H -1.536 -2.020 -0.177
H -2.586 -1.102 0.802
H -2.875 -0.440 -1.629
H -2.876 1.899 -1.307
H -2.661 1.474 0.375
H -0.773 2.825 -1.387
H -0.536 2.457 0.306
H 0.955 1.260 -1.689
H 1.149 -0.795 -0.235
H 1.388 1.682 1.478
H 2.113 0.114 1.801
H 2.607 1.034 0.387
H -0.434 -3.562 -2.000
H 1.286 -3.838 -1.970
H 0.567 -2.786 -0.784
H 0.080 -3.086 -4.532
H 1.058 -1.705 -4.987
H 1.814 -3.123 -4.272
H 1.881 -0.081 -2.871
H 5.832 0.409 -1.672
H 5.355 -0.922 -0.612
H 5.852 -1.251 -2.276
```

Results of the Mulliken charge analysis, in e, for atoms 1 through 6:
1 C -1.060
2 C 0.867
3 C -1.199
4 C -0.950
5 C 0.585
6 O -0.710

DFT (the ωB97M-V functional and the def2-TZVPD basis) results for the molecule C19H26N4O3.

Summary:
HOMO-LUMO gap	7.99	eV
E	-32229.8399	eV
max |F|	0.9	eV/A
LUMO	-0.3	eV
structure (SMILES)	CC[C@@H]1CCCCN1CCCNC(=O)c1c(O)nc2ccccn2c1=O

```
52
C19H26N4O3, DFT the ωB97M-V functional and the def2-TZVPD basis
C 1.183 -3.530 -2.022
C 0.802 -2.457 -3.035
C -0.515 -1.740 -2.666
C -1.751 -2.603 -2.956
C -2.014 -2.746 -4.451
C -2.117 -1.359 -5.071
C -0.871 -0.542 -4.741
N -0.714 -0.443 -3.302
C 0.192 0.616 -2.899
C 0.034 0.998 -1.420
C 1.172 0.473 -0.540
N 0.942 0.789 0.849
C 1.680 1.664 1.535
O 2.675 2.223 1.043
C 1.273 1.932 2.931
C 2.050 2.829 3.694
O 3.107 3.419 3.203
N 1.751 3.128 4.964
C 0.706 2.582 5.527
C 0.391 2.901 6.874
C -0.690 2.350 7.488
C -1.510 1.448 6.775
C -1.201 1.150 5.489
N -0.121 1.697 4.869
C 0.132 1.323 3.507
O -0.645 0.532 2.983
H 1.275 -3.106 -1.024
H 2.138 -3.978 -2.290
H 0.438 -4.320 -1.988
H 0.723 -2.911 -4.023
H 1.605 -1.718 -3.077
H -0.496 -1.558 -1.586
H -1.629 -3.584 -2.496
H -2.614 -2.118 -2.496
H -1.207 -3.305 -4.928
H -2.940 -3.303 -4.612
H -2.234 -1.427 -6.154
H -2.987 -0.845 -4.661
H 0.011 -0.988 -5.231
H -0.991 0.469 -5.140
H -0.066 1.484 -3.511
H 1.251 0.384 -3.106
H -0.922 0.618 -1.058
H 0.014 2.085 -1.326
H 1.271 -0.611 -0.642
H 2.116 0.943 -0.826
H 0.124 0.402 1.313
H 3.198 3.097 2.240
H 1.053 3.594 7.365
H -0.928 2.594 8.512
H -2.371 1.000 7.241
H -1.771 0.472 4.871
```

Results of the Mulliken charge analysis, in e, for atoms 1 through 6:
1 C -1.423
2 C -0.491
3 C 0.059
4 C -1.123
5 C -0.682
6 C -0.765

DFT (the ωB97M-V functional and the def2-TZVPD basis) results for a cluster of 2 separate species, C2H5NO2 in total.

Summary:
HOMO-LUMO gap	9.36	eV
E	-7735.8950	eV
max |F|	6.3	eV/A
LUMO	0.4	eV
structure (SMILES)	[NH3+][O-].C=C=O

```
10
C2H5NO2, DFT the ωB97M-V functional and the def2-TZVPD basis
N -0.189 1.264 0.581
O -0.229 1.155 -0.803
H 0.220 0.467 1.001
H 0.382 2.053 0.891
H -1.168 1.264 0.817
C 0.024 -1.905 -1.059
C -0.399 -1.999 0.159
O -0.772 -2.092 1.271
H 0.278 -0.945 -1.430
H -0.061 -2.677 -1.618
```

Results of the Mulliken charge analysis, in e, for atoms 1 through 6:
1 N -0.145
2 O -0.667
3 H 0.202
4 H 0.293
5 H 0.305
6 C -0.956

DFT (the ωB97M-V functional and the def2-TZVPD basis) results for a cluster of 9 separate species, C13H44N2O9 in total.

Summary:
HOMO-LUMO gap	9.74	eV
E	-35598.9738	eV
max |F|	7.0	eV/A
LUMO	0.2	eV
structure (SMILES)	NC(N)=O.CCO.CCO.CCO.CCO.CO.CO.CO.CO

```
68
C13H44N2O9, DFT the ωB97M-V functional and the def2-TZVPD basis
N -3.677 3.498 2.139
C -2.932 3.358 1.103
N -2.894 4.355 0.281
O -2.259 2.235 0.804
H -3.808 2.636 2.733
H -4.421 4.155 2.419
H -2.465 4.212 -0.644
H -3.437 5.217 0.472
C 2.932 -3.288 -3.201
C 1.435 -3.375 -3.011
O 1.084 -3.225 -1.645
H 3.523 -3.967 -2.562
H 3.309 -2.260 -3.104
H 3.168 -3.519 -4.237
H 1.077 -4.344 -3.317
H 0.904 -2.505 -3.552
H 0.242 -3.643 -1.462
C 0.744 -0.907 2.139
C -0.739 -0.561 2.240
O -1.473 -1.703 2.686
H 1.104 -1.550 2.912
H 1.321 0.106 2.097
H 0.911 -1.490 1.182
H -1.182 -0.233 1.301
H -0.786 0.261 2.890
H -1.257 -1.775 3.597
C 0.527 0.355 -1.542
C 0.661 1.726 -0.955
O -0.425 2.618 -1.279
H 0.866 0.250 -2.619
H -0.514 0.097 -1.541
H 1.119 -0.310 -0.948
H 1.608 2.154 -1.266
H 0.734 1.576 0.116
H -1.114 2.538 -0.650
C -2.451 -2.487 -0.512
C -2.711 -3.880 -0.988
O -1.601 -4.383 -1.802
H -1.782 -2.433 0.286
H -3.330 -1.990 -0.092
H -1.957 -1.847 -1.249
H -3.646 -3.799 -1.570
H -2.841 -4.563 -0.192
H -1.863 -5.153 -2.333
C 3.997 -1.850 -0.085
O 3.345 -3.130 -0.033
H 4.138 -1.529 -1.097
H 4.858 -1.835 0.565
H 3.294 -1.129 0.269
H 2.513 -3.004 -0.483
C 0.738 3.818 2.380
O 1.026 4.154 3.789
H 1.462 4.448 1.825
H -0.274 4.008 2.048
H 1.022 2.800 2.127
H 1.870 3.788 4.035
C -3.810 0.967 -1.878
O -4.645 1.079 -0.757
H -4.353 0.303 -2.614
H -2.817 0.613 -1.675
H -3.657 1.939 -2.332
H -4.139 1.558 -0.118
C 3.861 2.056 1.255
O 4.460 1.603 2.391
H 3.923 3.137 1.249
H 2.781 1.722 1.173
H 4.408 1.677 0.392
H 4.294 0.645 2.451
```

Results of the Mulliken charge analysis, in e, for atoms 1 through 6:
1 N -0.369
2 C 0.296
3 N -0.326
4 O -0.325
5 H 0.292
6 H 0.209